(1)
Below is a structure of composition C31H35F16I4N3O6, with properties calculated with ωB97M-V with the def2-TZVPD basis set.

The geometry in ORCA input format:
```
! wB97M-V def2-TZVPD RIJCOSX def2/J DEFGRID3
* xyz 0 1
C 5.149 1.035 -1.146
C 4.547 2.039 -2.238
O 3.423 2.568 -1.992
O 5.190 2.421 -3.450
C 5.567 1.274 -4.258
C 4.386 0.828 -5.301
C 3.776 -0.547 -4.742
N 2.752 -1.195 -5.630
C 2.473 -0.420 -6.873
O 1.700 0.590 -6.970
O 3.108 -0.855 -8.042
C 1.537 -1.587 -4.920
N 0.708 -0.672 -4.440
C -0.553 -0.905 -3.690
C -0.620 -0.201 -2.248
C -1.877 -0.675 -1.356
C -2.846 -1.836 -1.742
C -4.050 -2.314 -0.845
C -4.346 -1.605 0.506
C -3.417 -0.410 0.899
C -2.202 0.054 0.010
N 1.236 -2.999 -4.672
C 0.484 -3.659 -5.745
I 0.894 -3.442 -7.899
C -0.654 -4.499 -5.427
C -1.197 -4.772 -3.950
I -1.783 -5.493 -7.037
C 2.368 -3.768 -4.104
I 3.634 -4.836 -5.512
C 1.943 -4.828 -2.935
C 1.698 -6.331 -3.478
I 3.740 -4.973 -1.640
H 6.173 0.627 -1.504
H 4.459 0.122 -1.038
H 5.318 1.519 -0.126
H 6.487 1.564 -4.878
H 5.846 0.336 -3.664
H 3.562 1.623 -5.260
H 4.898 0.747 -6.321
H 4.664 -1.293 -4.676
H 3.323 -0.426 -3.694
H 0.972 0.326 -4.607
H -1.401 -0.425 -4.323
H -0.848 -1.997 -3.555
H -0.662 0.949 -2.331
H 0.344 -0.439 -1.670
H -2.723 -2.419 -2.733
H -4.686 -3.204 -1.207
H -5.219 -1.996 1.124
H -3.657 0.131 1.875
H -1.579 0.929 0.399
H -2.329 -4.514 -3.966
H -1.137 -5.874 -3.647
H -0.750 -4.059 -3.153
H 3.055 -3.002 -3.567
H 1.121 -4.441 -2.246
H 1.012 -6.837 -2.688
H 1.123 -6.381 -4.465
H 2.641 -6.969 -3.538
C -1.649 -0.354 7.273
C -0.667 -0.914 6.223
C -0.379 -0.003 5.031
F -1.486 0.264 4.307
F 0.496 -0.597 4.180
F -1.106 -2.130 5.814
F 0.516 -1.141 6.867
O -3.008 -0.801 7.189
C -3.862 -0.098 6.309
C -4.387 -0.981 5.171
F -3.379 -1.474 4.420
F -5.184 -0.269 4.334
F -3.245 1.014 5.868
F -4.902 0.327 7.063
H -1.306 -0.734 8.240
H -1.583 0.734 7.368
H 0.062 0.944 5.353
H -4.960 -1.824 5.563
C -0.548 6.272 3.930
C 0.072 5.306 4.961
C -0.622 3.953 5.103
F -1.897 4.069 5.520
F 0.013 3.190 6.034
F 0.162 5.936 6.157
F 1.358 5.073 4.564
O -1.418 7.289 4.441
C -2.776 6.939 4.629
C -3.205 7.017 6.098
F -2.480 6.181 6.872
F -4.503 6.654 6.240
F -3.015 5.735 4.075
F -3.491 7.830 3.904
H 0.289 6.833 3.502
H -0.990 5.748 3.078
H -0.614 3.401 4.159
H -3.083 8.030 6.487
*
```

Summary:
relative energy (zero: lowest compared OMol25 entry of this formula, charge and spin): 851.8 kJ/mol
highest occupied orbital energy: -7.702 eV
E: -125340.8279 eV

(2)
Below is a cluster of 3 separate species, C31H35IN4O6P in total, with properties calculated with ωB97M-V with the def2-TZVPD basis set.

The geometry in ORCA input format:
```
! wB97M-V def2-TZVPD RIJCOSX def2/J DEFGRID3
* xyz 1 1
O -5.351 2.366 1.846
C -4.541 1.771 2.514
C -3.642 0.708 1.938
C -3.567 0.683 0.405
C -2.221 1.130 -0.110
C -1.300 0.071 -0.327
C -0.035 0.308 -0.738
O 0.893 -0.650 -0.997
C 1.115 -1.650 -0.013
O 0.226 -2.360 0.342
C 2.522 -1.678 0.429
C 3.097 -0.526 0.947
C 4.410 -0.546 1.374
C 5.146 -1.712 1.250
C 4.565 -2.856 0.738
C 3.247 -2.851 0.327
C 0.374 1.650 -0.977
C 1.667 1.904 -1.400
N 2.063 3.140 -1.647
C 1.216 4.200 -1.541
C -0.062 4.012 -1.131
C -0.546 2.723 -0.793
C -1.871 2.449 -0.339
P -3.268 3.657 -0.108
O -3.340 4.288 -1.615
I -2.344 5.482 1.252
N -4.510 1.879 3.908
C -3.373 2.433 4.579
C -3.499 2.642 5.945
C -2.455 3.170 6.673
C -1.259 3.491 6.053
C -1.136 3.289 4.693
C -2.185 2.774 3.955
H -4.072 -0.230 2.286
H -2.642 0.731 2.361
H -4.390 1.225 -0.050
H -3.669 -0.356 0.107
H -1.611 -0.944 -0.147
H 2.507 0.375 1.049
H 4.845 0.350 1.787
H 6.177 -1.722 1.565
H 5.150 -3.757 0.649
H 2.797 -3.749 -0.068
H 2.392 1.115 -1.525
H 3.014 3.322 -1.936
H 1.610 5.171 -1.785
H -0.676 4.887 -1.057
H -2.522 4.681 -1.937
H -5.328 2.425 4.162
H -4.426 2.385 6.435
H -2.569 3.338 7.732
H -0.444 3.904 6.624
H -0.211 3.558 4.205
H -2.058 2.674 2.887
C 2.909 -6.725 -0.096
O 3.557 -6.250 -1.012
N 1.690 -7.275 -0.223
C 0.965 -7.817 0.909
C 1.090 -7.330 -1.547
H 3.283 -6.738 0.943
H 0.764 -8.879 0.764
H 0.015 -7.296 1.041
H 1.557 -7.696 1.814
H 1.722 -7.901 -2.227
H 0.977 -6.326 -1.956
H 0.115 -7.804 -1.475
C 1.889 1.862 -5.432
O 2.604 2.290 -6.309
N 0.744 1.177 -5.613
C -0.043 0.721 -4.490
C 0.301 0.897 -6.972
H 2.125 2.007 -4.357
H -0.134 -0.367 -4.493
H -1.043 1.162 -4.524
H 0.433 1.033 -3.563
H 1.052 0.312 -7.502
H 0.149 1.826 -7.520
H -0.631 0.341 -6.935
*
```

Summary:
highest occupied orbital energy: -10.831 eV
E: -68345.0950 eV

(3)
Below is the ion C31H35N2O11 with charge -1, with properties calculated with ωB97M-V with the def2-TZVPD basis set.

The geometry in ORCA input format:
```
! wB97M-V def2-TZVPD RIJCOSX def2/J DEFGRID3
* xyz -1 1
C -9.154 -0.608 -1.795
H -9.383 0.422 -1.508
O -7.774 -0.876 -1.739
C -7.209 -0.864 -0.448
C -6.777 0.537 0.011
H -6.078 0.989 -0.700
C -6.091 0.431 1.377
O -7.033 -0.040 2.312
H -6.572 -0.282 3.123
C -4.895 -0.530 1.251
O -5.291 -1.779 0.775
C -5.996 -1.830 -0.468
C -5.081 -1.538 -1.660
H -4.714 -0.518 -1.641
H -5.640 -1.694 -2.578
H -4.228 -2.212 -1.630
C -6.513 -3.267 -0.561
H -5.673 -3.952 -0.630
H -7.140 -3.370 -1.441
H -7.087 -3.511 0.329
O -3.938 0.128 0.483
C -2.631 -0.336 0.503
C -2.272 -1.597 0.977
C -0.953 -1.981 0.975
C 0.044 -1.124 0.498
C -0.336 0.132 0.006
C -1.671 0.543 0.004
C -2.047 1.890 -0.532
H -2.977 2.229 -0.084
H -2.186 1.835 -1.612
H -1.252 2.603 -0.333
O 0.583 1.002 -0.477
C 1.910 0.701 -0.489
O 2.673 1.544 -0.929
C 2.350 -0.586 0.013
C 1.437 -1.501 0.499
O 1.731 -2.699 0.974
H 2.786 -2.831 0.919
N 3.734 -0.711 -0.077
C 4.615 -1.710 0.261
O 4.203 -2.790 0.757
C 6.002 -1.460 0.024
C 6.536 -0.278 -0.542
C 7.872 -0.103 -0.738
C 8.834 -1.125 -0.373
O 10.064 -0.986 -0.542
C 8.263 -2.318 0.189
C 6.928 -2.470 0.378
H 6.532 -3.379 0.809
H 8.952 -3.105 0.469
C 8.402 1.185 -1.327
C 8.452 2.249 -0.270
C 9.520 2.606 0.430
C 10.881 2.002 0.231
H 11.482 2.116 1.132
H 10.802 0.943 -0.007
H 11.404 2.500 -0.588
C 9.444 3.675 1.485
H 10.169 4.465 1.278
H 9.681 3.256 2.464
H 8.451 4.117 1.530
H 7.498 2.717 -0.053
H 9.396 0.990 -1.727
H 7.746 1.517 -2.139
H 5.879 0.531 -0.844
H 4.135 0.134 -0.473
H -0.656 -2.952 1.338
H -3.032 -2.278 1.327
H -4.494 -0.747 2.259
H -5.714 1.423 1.666
O -7.935 1.363 0.109
C -7.716 2.692 0.172
O -6.641 3.226 0.114
N -8.899 3.353 0.264
H -9.735 2.835 0.469
H -8.874 4.339 0.453
H -7.940 -1.226 0.291
H -9.715 -1.291 -1.145
H -9.447 -0.770 -2.832
*
```

Summary:
relative energy (zero: lowest compared OMol25 entry of this formula, charge and spin): 9.7 kJ/mol
highest occupied orbital energy: -3.808 eV
E: -58221.3611 eV
SMILES: CO[C@@H]1[C@@H](OC(N)=O)[C@@H](O)[C@H](Oc2ccc3c(O)c(NC(=O)c4ccc([O-])c(CC=C(C)C)c4)c(=O)oc3c2C)OC1(C)C

(4)
Below is a structure of composition C31H35N4O6Zr, with properties calculated with ωB97M-V with the def2-TZVPD basis set.

The geometry in ORCA input format:
```
! wB97M-V def2-TZVPD RIJCOSX def2/J DEFGRID3
* xyz -1 1
Zr -0.296 -0.358 0.190
O 0.627 0.590 -2.369
C 0.948 -0.360 -3.375
C 1.453 -1.668 -2.798
N 0.580 -2.212 -1.767
C 1.328 -3.062 -0.846
C 2.127 -2.226 0.174
O 2.929 -2.792 0.893
O 1.863 -0.958 0.151
C -0.627 -2.827 -2.276
C -1.755 -2.820 -1.240
O -2.775 -3.443 -1.471
O -1.523 -2.099 -0.191
H 1.421 0.809 -1.858
H 0.030 -0.498 -3.950
H 1.710 0.035 -4.055
H 1.610 -2.388 -3.618
H 2.429 -1.485 -2.347
H 0.644 -3.704 -0.289
H 2.035 -3.718 -1.369
H -0.994 -2.249 -3.127
H -0.484 -3.856 -2.632
O 0.374 1.683 0.220
C -0.330 2.632 0.794
C 0.246 3.428 1.800
C -0.455 4.461 2.386
C -1.762 4.750 1.998
C -2.351 3.966 1.023
C -1.661 2.918 0.417
C -2.352 2.067 -0.549
N -2.187 0.770 -0.721
C -3.099 0.363 -1.669
C -3.818 1.434 -2.087
N -3.326 2.509 -1.377
H 1.258 3.192 2.102
H 0.017 5.049 3.165
H -2.316 5.550 2.470
H -3.389 4.138 0.758
H -3.202 -0.675 -1.940
H -4.624 1.527 -2.792
H -3.609 3.468 -1.462
N 3.301 1.543 -0.475
C 3.987 0.973 -1.528
C 4.624 -0.265 -1.368
C 5.318 -0.833 -2.423
C 5.404 -0.196 -3.657
C 4.782 1.035 -3.814
C 4.082 1.616 -2.768
H 2.671 2.302 -0.682
H 2.909 0.901 0.204
H 4.550 -0.781 -0.419
H 5.792 -1.796 -2.275
H 5.946 -0.651 -4.476
H 4.834 1.552 -4.765
H 3.592 2.574 -2.906
C -1.595 -0.480 4.496
C -1.761 -0.952 3.041
C -1.647 -2.481 3.054
C -0.697 -0.323 2.137
C -3.127 -0.492 2.515
C -3.461 0.866 2.580
C -4.642 1.350 2.046
C -5.530 0.487 1.409
C -5.211 -0.857 1.326
C -4.027 -1.340 1.881
H -0.618 -0.803 4.863
H -2.371 -0.899 5.145
H -1.633 0.609 4.571
H -0.665 -2.750 3.445
H -1.729 -2.895 2.050
H -2.415 -2.938 3.690
H -0.126 0.471 2.642
H -2.752 1.558 3.019
H -4.868 2.409 2.115
H -6.450 0.863 0.977
H -5.876 -1.545 0.816
H -3.795 -2.390 1.769
*
```

Summary:
relative energy (zero: lowest compared OMol25 entry of this formula, charge and spin): 0.0 kJ/mol
highest occupied orbital energy: -3.411 eV
E: -52247.5469 eV

(5)
Below is a cluster of 2 separate species, C31H36N2O2 in total, with properties calculated with ωB97M-V with the def2-TZVPD basis set.

The geometry in ORCA input format:
```
! wB97M-V def2-TZVPD RIJCOSX def2/J DEFGRID3
* xyz 0 1
C -3.684 -3.326 -1.737
N -3.156 -2.082 -1.231
C -3.980 -1.234 -0.530
O -5.193 -1.368 -0.397
C -3.117 -0.148 0.067
C -3.102 -0.217 1.594
C -2.696 -1.587 2.087
C -3.642 -2.618 2.127
C -3.276 -3.903 2.520
C -1.953 -4.166 2.898
C -1.014 -3.128 2.902
C -1.392 -1.837 2.523
N -1.806 -0.418 -0.538
C -0.701 0.177 -0.061
C 0.606 -0.209 -0.351
C 1.606 0.749 -0.408
C 2.862 0.544 -1.082
C 3.608 1.650 -1.581
C 4.806 1.463 -2.259
C 5.305 0.167 -2.469
C 4.578 -0.939 -2.008
C 3.370 -0.761 -1.331
C -1.822 -1.552 -1.494
C -1.579 -1.227 -3.026
C -2.712 -0.337 -3.535
C -1.519 -2.544 -3.796
C -0.254 -0.516 -3.251
H -4.432 -3.700 -1.028
H -4.178 -3.188 -2.710
H -2.878 -4.061 -1.830
H -3.483 0.828 -0.292
H -2.437 0.557 1.991
H -4.131 -0.003 1.915
H -4.674 -2.406 1.833
H -4.025 -4.697 2.523
H -1.662 -5.175 3.194
H 0.018 -3.319 3.203
H -0.670 -1.016 2.545
H -0.873 1.043 0.582
H 0.818 -1.266 -0.545
H 1.369 1.760 -0.096
H 3.200 2.652 -1.428
H 5.359 2.327 -2.632
H 6.251 0.023 -2.992
H 4.955 -1.949 -2.176
H 2.810 -1.627 -0.971
H -1.069 -2.302 -1.184
H -2.741 0.615 -2.991
H -2.542 -0.112 -4.597
H -3.688 -0.832 -3.450
H -0.824 -3.244 -3.312
H -2.499 -3.022 -3.892
H -1.150 -2.361 -4.816
H 0.590 -1.108 -2.877
H -0.104 -0.377 -4.333
H -0.236 0.478 -2.792
C 3.497 4.776 5.260
C 3.040 4.453 3.857
C 3.598 5.189 2.801
C 3.170 4.962 1.486
C 2.202 4.021 1.210
C 1.736 3.093 2.229
O 1.149 2.017 1.915
C 2.092 3.476 3.593
H 3.172 4.006 5.965
H 4.591 4.852 5.305
H 3.099 5.742 5.603
H 4.352 5.948 3.017
H 3.598 5.542 0.667
H 1.827 3.870 0.200
H 1.663 2.904 4.415
*
```

Summary:
relative energy (zero: lowest compared OMol25 entry of this formula, charge and spin): 424.5 kJ/mol
highest occupied orbital energy: -5.651 eV
E: -39804.5936 eV

(6)
Below is a structure of composition C31H36N4O2ReS4, with properties calculated with ωB97M-V with the def2-TZVPD basis set.

The geometry in ORCA input format:
```
! wB97M-V def2-TZVPD RIJCOSX def2/J DEFGRID3
* xyz 1 1
Re -0.489 0.812 -0.597
C 0.185 1.880 2.931
C -0.641 2.776 2.044
N -1.007 2.550 0.811
C -1.885 3.518 0.355
C -2.124 4.521 1.232
S -1.275 4.244 2.690
C -2.524 3.227 -0.907
C -3.427 3.945 -1.617
S -3.933 3.050 -2.984
C -2.903 1.748 -2.532
N -2.231 1.987 -1.435
C -2.781 0.524 -3.349
H 1.145 0.637 1.628
H -0.329 1.762 3.883
H 1.128 2.390 3.154
H -2.759 5.381 1.108
H -3.813 4.928 -1.413
H -3.404 0.570 -4.239
H -3.060 -0.353 -2.767
H -1.736 0.388 -3.630
C -3.244 0.550 2.739
C -2.455 0.029 3.943
C -2.293 1.147 4.990
C -1.210 -0.787 3.564
C -1.034 -1.945 4.217
C -0.304 -3.089 3.692
C 0.280 -3.048 2.500
C 0.563 -1.745 1.823
C 2.138 -1.649 1.866
C 2.870 -1.050 0.658
C 2.671 -1.031 3.172
C -0.330 -0.553 2.348
N 0.489 0.598 2.393
H -4.206 0.937 3.078
H -3.437 -0.249 2.026
H -2.722 1.356 2.225
H -3.100 -0.712 4.420
H -2.084 2.118 4.540
H -1.519 0.912 5.721
H -3.234 1.253 5.530
H -1.608 -2.124 5.120
H -0.400 -4.022 4.232
H 0.671 -3.936 2.019
H 2.455 -2.695 1.885
H 2.662 0.007 0.487
H 2.623 -1.586 -0.255
H 3.943 -1.151 0.830
H 2.916 0.022 3.053
H 3.585 -1.546 3.470
H 1.957 -1.123 3.990
S -1.273 -2.398 -2.948
C 0.085 -3.299 -3.114
N 0.723 -3.518 -4.275
C 1.731 -4.563 -4.318
C 2.248 -4.720 -2.891
S 0.910 -4.118 -1.802
H 0.279 -3.207 -5.125
H 2.535 -4.277 -4.996
H 1.292 -5.499 -4.679
H 3.130 -4.111 -2.701
H 2.461 -5.756 -2.643
O -1.169 -0.636 1.096
C -0.230 -1.569 0.480
O 0.353 -0.912 -0.553
H -0.734 -2.484 0.147
C 0.556 1.667 -1.841
C 1.476 1.983 -2.866
C 1.706 0.965 -3.814
C 2.645 1.142 -4.809
C 3.370 2.326 -4.883
C 3.135 3.344 -3.968
C 2.196 3.181 -2.967
H 1.144 0.043 -3.716
H 2.818 0.358 -5.535
H 4.126 2.449 -5.645
H 3.695 4.266 -4.036
H 2.015 3.965 -2.243
*
```

Summary:
relative energy (zero: lowest compared OMol25 entry of this formula, charge and spin): 497.5 kJ/mol
highest occupied orbital energy: -9.868 eV
E: -88250.1392 eV